Density functional theory data (the ωB97M-V functional and the def2-TZVPD basis) for a molecular structure, C3H6O2S2 at a distorted geometry.

Summary:
F_max (hartree/bohr): 0.15610
LUMO energy (eV): -0.826
Net charge: 0
E_HOMO (eV): -9.76

```
13
C3H6O2S2 (the ωB97M-V functional and the def2-TZVPD basis)
C 1.1561 -0.3809 0.8447
C -0.3069 -0.1106 0.3689
C -1.2260 -1.0290 -0.2220
H 2.1113 1.2009 -1.0726
H 0.9977 -1.2824 1.1854
H 1.5874 0.5554 1.4281
H -0.8955 -0.1120 1.3561
H 0.2456 1.9424 -1.1486
H -1.9625 0.7301 -1.1097
O -2.0687 -0.3366 -1.1319
O -1.3504 -2.3067 0.1555
S 2.2951 -0.5721 -0.6908
S -0.5832 1.7014 0.0367
```



Density functional theory data (the ωB97M-V functional and the def2-TZVPD basis) for a molecular structure, C45H49Br2GeNOOs at a distorted geometry.

Summary:
F_max (hartree/bohr): 0.02234
LUMO energy (alpha / beta) (eV): 0.247 / -1.952
Spin multiplicity: 5
Net charge: 0
E_HOMO (alpha / beta) (eV): -6.91 / -7.88

```
100
C45H49Br2GeNOOs (the ωB97M-V functional and the def2-TZVPD basis)
Os 0.1509 -0.0549 -0.3768
C -0.4943 1.8738 -1.3075
C -0.8092 2.5655 -0.0803
C -2.0703 2.0728 0.3561
C -2.4810 1.0885 -0.5682
C -1.5470 0.9428 -1.6187
C -1.9041 0.3450 -2.9723
C -2.3388 -1.1152 -2.8001
C -3.0796 1.1327 -3.5673
C -0.7321 0.4407 -3.9481
C -3.0039 2.5165 1.4770
C -3.2545 4.0303 1.3821
C -2.4809 2.1123 2.8622
C -4.3827 1.8493 1.3376
C 0.1642 3.6415 0.4154
C -0.0967 4.9279 -0.3921
C 1.6268 3.2140 0.1664
C 0.0922 3.9688 1.9090
H 0.2124 2.2499 -2.0338
H -3.4022 0.5309 -0.5083
H -3.2373 -1.1774 -2.1817
H -1.5502 -1.6944 -2.3169
H -2.5545 -1.5688 -3.7677
H -3.9779 1.0229 -2.9574
H -3.3033 0.7668 -4.5723
H -2.8354 2.1949 -3.6349
H 0.1404 -0.0891 -3.5662
H -0.4598 1.4832 -4.1301
H -1.0083 -0.0102 -4.9017
H -2.3354 4.6111 1.3777
H -3.8632 4.3586 2.2273
H -3.7982 4.2561 0.4619
H -1.5465 2.5964 3.1257
H -2.3110 1.0374 2.8867
H -3.2220 2.3648 3.6259
H -4.8301 2.0431 0.3609
H -5.0492 2.2618 2.0968
H -4.3245 0.7714 1.4989
H 0.1313 4.7753 -1.4488
H 0.5354 5.7378 -0.0209
H -1.1392 5.2382 -0.3118
H 1.8710 3.1609 -0.8950
H 1.8211 2.2404 0.6168
H 2.3052 3.9397 0.6208
H -0.8861 4.3224 2.2220
H 0.8086 4.7628 2.1296
H 0.3603 3.0976 2.5100
Br -1.0508 -0.0790 5.0188
C 0.3119 -0.8612 3.9631
C 1.2522 -1.6750 4.5739
C 2.2415 -2.3293 3.8312
Br 3.3788 -3.5588 4.7298
C 2.3855 -2.1040 2.4767
C 3.2116 -2.8159 1.5128
C 3.2698 -2.4416 0.2300
C 2.6525 -1.1479 -0.2369
N 1.6471 -0.6910 0.6898
C 1.5118 -1.1448 1.9247
C 0.3390 -0.6347 2.5758
O -0.5329 -0.0376 1.8416
H 1.1898 -1.8348 5.6408
H 3.6973 -3.7260 1.8412
H 3.8277 -3.0287 -0.4882
H 3.4571 -0.3983 -0.2909
C 1.7386 -1.0279 -1.5082
Ge 1.6264 -2.7681 -2.4757
C 3.4609 -3.1468 -3.1293
C 4.5853 -2.4276 -2.7304
C 5.8461 -2.7346 -3.2239
C 6.0036 -3.7728 -4.1289
C 4.8919 -4.4876 -4.5518
C 3.6341 -4.1704 -4.0614
C 0.6077 -2.9280 -4.1599
C 1.0856 -2.3234 -5.3210
C 0.4461 -2.5124 -6.5362
C -0.6762 -3.3270 -6.6095
C -1.1448 -3.9574 -5.4661
C -0.5043 -3.7592 -4.2503
C 0.9795 -4.2196 -1.3155
C 0.2607 -3.9806 -0.1477
C -0.1746 -5.0319 0.6456
C 0.1017 -6.3404 0.2765
C 0.8024 -6.5939 -0.8949
C 1.2341 -5.5393 -1.6850
H 2.1697 -0.3142 -2.2161
H 4.4802 -1.6039 -2.0324
H 6.7076 -2.1658 -2.8964
H 6.9868 -4.0163 -4.5105
H 4.9981 -5.2918 -5.2694
H 2.7712 -4.7135 -4.4308
H 1.9713 -1.6978 -5.2739
H 0.8248 -2.0304 -7.4293
H -1.1828 -3.4703 -7.5555
H -2.0126 -4.6036 -5.5201
H -0.8760 -4.2543 -3.3597
H 0.0398 -2.9581 0.1441
H -0.7211 -4.8328 1.5594
H -0.2361 -7.1576 0.9008
H 1.0212 -7.6128 -1.1893
H 1.7812 -5.7445 -2.5979
```



Density functional theory data (the ωB97M-V functional and the def2-TZVPD basis) for a molecular structure, C36H37BrF3GeIN3O7SeTi at a distorted geometry.

Summary:
F_max (hartree/bohr): 0.02813
LUMO energy (alpha / beta) (eV): 3.763 / 3.762
Spin multiplicity: 2
Net charge: -2
E_HOMO (alpha / beta) (eV): -0.28 / -2.61

```
91
C36H37BrF3GeIN3O7SeTi (the ωB97M-V functional and the def2-TZVPD basis)
Ti 1.1736 0.3700 -0.5064
C 1.1839 3.4573 2.1212
C -0.2267 3.4347 1.6067
N -0.9628 4.5425 1.7640
C -2.1971 4.5077 1.2391
C -2.7941 3.4134 0.6535
C -4.2227 3.5092 0.2143
O -5.1464 2.9110 1.1337
C -2.0717 2.1786 0.5814
C -2.7086 0.9534 0.2676
N -2.2299 -0.2287 0.6360
C -2.8049 -1.3659 0.1748
C -3.6650 -1.4748 -0.9473
C -4.1817 -2.6839 -1.3671
C -3.8761 -3.8679 -0.7035
C -3.0303 -3.8020 0.3998
C -2.5163 -2.5920 0.8205
I -1.2767 -2.5619 2.5020
C -0.7036 2.2976 0.9554
O 0.1829 1.3256 0.6936
H 1.3197 4.3461 2.7362
H 1.9268 3.4692 1.3185
H 1.4025 2.5611 2.7050
H -2.7731 5.4272 1.3196
H -4.3564 3.0618 -0.7796
H -4.5118 4.5602 0.1466
H -4.7485 2.0780 1.4149
H -3.6901 1.0288 -0.2193
H -3.8871 -0.5862 -1.5280
H -4.8139 -2.7053 -2.2486
H -4.2620 -4.8204 -1.0421
H -2.7650 -4.7024 0.9390
O 4.2406 2.2844 0.8387
C 3.8389 1.1654 1.1225
O 2.8164 0.5642 0.6568
H 4.3551 0.5730 1.9152
F 3.8159 -8.4826 2.2512
C 3.2743 -8.2880 1.0221
F 4.1542 -8.8070 0.1403
F 2.1817 -9.0886 0.9833
C 2.9464 -6.8564 0.7560
C 3.5821 -6.1442 -0.2514
C 3.2550 -4.8183 -0.4720
C 2.2878 -4.1772 0.3100
C 1.6558 -4.9120 1.3262
C 1.9804 -6.2335 1.5450
C 1.9290 -2.8192 0.0896
C 1.4799 -1.6954 -0.0463
H 4.3305 -6.6264 -0.8658
H 3.7436 -4.2572 -1.2567
H 0.8967 -4.4216 1.9218
H 1.4792 -6.7902 2.3269
Br -2.3314 -4.6402 -4.1553
C -2.2616 -2.7522 -4.2852
C -2.8492 -2.1304 -5.3774
N -2.8376 -0.8119 -5.5533
C -2.2225 -0.0804 -4.6276
C -1.6114 -0.6196 -3.5002
C -1.6348 -1.9975 -3.3145
C -0.8980 0.2898 -2.5253
O -0.8649 1.4983 -2.7291
O -0.3301 -0.3452 -1.5685
H -3.3459 -2.7275 -6.1339
H -2.2032 0.9931 -4.7651
H -1.1786 -2.4350 -2.4363
C 5.0203 2.8643 -3.3492
Ge 3.4679 3.7860 -4.0990
C 3.4989 3.6519 -6.0673
C 3.5333 5.6893 -3.6257
C 1.8711 2.9399 -3.3751
Se 1.8143 3.1622 -1.4414
C 0.3538 4.4434 -1.4502
H 5.9487 3.3806 -3.5988
H 5.0726 1.8453 -3.7326
H 4.9304 2.8136 -2.2632
H 4.3266 4.2395 -6.4683
H 2.5721 4.0303 -6.4983
H 3.6261 2.6186 -6.3887
H 4.4767 6.1221 -3.9621
H 3.4606 5.8098 -2.5454
H 2.7167 6.2385 -4.0948
H 1.9166 1.8684 -3.5407
H 0.9307 3.3038 -3.7856
H 0.5932 5.2296 -2.1661
H 0.2573 4.8715 -0.4562
H -0.5689 3.9342 -1.7229
C 2.2111 -0.6483 -3.1042
O 2.2127 0.2540 -2.0459
H 3.2134 -0.6929 -3.5527
H 1.5026 -0.3361 -3.8888
H 1.9314 -1.6574 -2.7763
```



Density functional theory data (the ωB97M-V functional and the def2-TZVPD basis) for a molecular structure, C31H48Cl3N4NiO4Si at a distorted geometry.

Summary:
F_max (hartree/bohr): 0.10176
LUMO energy (alpha / beta) (eV): 2.126 / 0.530
Spin multiplicity: 3
Net charge: -1
E_HOMO (alpha / beta) (eV): -3.45 / -3.44

```
92
C31H48Cl3N4NiO4Si (the ωB97M-V functional and the def2-TZVPD basis)
C 2.5626 -1.2485 -3.9775
C 1.4390 -0.3346 -3.6110
H 3.5091 -0.6911 -4.0531
H 2.3817 -1.7332 -4.9383
H 2.7324 -2.0490 -3.2166
C 0.7252 0.3813 -4.5012
C 0.6160 0.0422 -5.9511
H 0.2330 1.3124 -4.1907
H 0.1016 -0.9237 -6.1202
H 1.6066 -0.0004 -6.4359
H 0.0227 0.8167 -6.4596
Ni 4.2093 -3.4121 -3.0424
Cl 4.9800 -2.2911 -1.4396
Cl -0.0459 -2.8621 -3.6663
C 0.7937 2.1742 1.8867
O -0.0262 1.2501 1.9542
N 0.4632 3.4698 1.6786
C -0.9195 3.9132 1.7958
C 1.4980 4.4699 1.4464
H 1.8923 2.0240 1.9895
H -1.5681 3.0373 1.8848
H -1.2046 4.4951 0.9102
H -1.0402 4.5565 2.6805
H 2.2229 4.0881 0.7139
H 2.0379 4.6977 2.3788
H 1.0439 5.3883 1.0562
H -2.1468 -1.5784 -3.4859
H -1.6664 1.1032 -3.6955
C -3.0955 -1.2487 -3.0327
C -2.6708 1.1572 -3.2510
N -2.8971 0.0262 -2.3689
H -3.4326 -1.9878 -2.3077
C -3.1539 0.1934 -1.0415
O -3.4959 -0.6960 -0.2629
H -2.7613 2.0828 -2.6737
H -3.0322 1.2523 -0.7212
H -3.8323 -1.1336 -3.8395
H -3.4071 1.1436 -4.0679
O 0.0728 -0.9489 -1.6225
C 1.1700 -0.1543 -2.1150
C -0.2340 1.8824 -1.2927
C 0.9485 1.3315 -1.7934
H -0.9630 1.2143 -0.8184
C -0.4521 3.2610 -1.4377
H 2.0940 -0.4348 -1.5875
C 1.9997 2.1720 -2.1815
H -1.4293 3.6751 -1.1686
C 0.5529 4.0807 -1.9572
C 1.7969 3.5385 -2.2924
H 2.9504 1.7196 -2.4724
H 0.3802 5.1501 -2.0871
H 2.5997 4.1737 -2.6637
Si 0.1277 -2.6128 -1.5353
Cl 3.5806 -4.5811 -4.5729
C -1.5196 -3.1857 -0.7790
C 1.5641 -2.6831 -0.2429
C 0.5106 -4.6129 -1.5855
H -2.1542 -2.3510 -0.4505
H -1.3116 -3.8129 0.0996
H -2.0723 -3.7785 -1.5228
H 0.0787 -5.1389 -2.4410
H 0.1348 -5.1214 -0.6920
H 1.5835 -4.8258 -1.6284
H 1.3299 -2.0443 0.6175
H 2.5356 -2.3566 -0.6312
H 1.7267 -3.6933 0.1580
C -1.0464 0.9108 5.6106
N -1.6039 0.1806 4.4993
N -0.9645 -0.8637 3.9487
C -1.5838 -1.2000 2.7255
O -1.1117 -2.0550 1.9661
C -2.7295 -0.3314 2.6753
C -2.6646 0.5333 3.7375
C -3.5008 1.7077 4.0600
C 0.3582 -1.2357 4.3087
C 0.5969 -1.8475 5.5457
C 1.8895 -2.2579 5.8559
C 2.9360 -2.0242 4.9567
C 2.6899 -1.4131 3.7247
C 1.3929 -1.0338 3.3942
H -1.8680 1.4058 6.1366
H -0.3260 1.6778 5.2818
H -0.5498 0.2248 6.3008
H -3.4135 -0.3237 1.8514
H -3.8043 1.7168 5.1131
H -2.9882 2.6553 3.8404
H -4.4037 1.6696 3.4404
H -0.2374 -1.9973 6.2334
H 2.0763 -2.7647 6.8005
H 3.9513 -2.3219 5.2067
H 3.4808 -1.2191 3.0031
H 1.1483 -0.5412 2.4553
```



Density functional theory data (the ωB97M-V functional and the def2-TZVPD basis) for a single C23H40N2O3 molecule.

Summary:
F_max (hartree/bohr): 0.00374
LUMO energy (eV): 0.638
Structure (SMILES): C=CCOC[C@@H](C(=O)N1CC2(CCCN(C(=O)[C@H](C)C(C)C)C2)C1)C(C)(C)C
Net charge: 0
E_HOMO (eV): -8.98

```
68
C23H40N2O3 (the ωB97M-V functional and the def2-TZVPD basis)
C -2.0682 0.2408 3.9748
C -2.6161 -0.1268 2.8283
C -2.3992 -1.4586 2.1870
O -2.0891 -1.2675 0.8157
C -1.4377 -2.3908 0.2418
C -1.2389 -2.0984 -1.2369
C -0.1345 -1.0613 -1.3785
O 1.0207 -1.2983 -1.0532
N -0.4895 0.1272 -1.9345
C -1.7186 0.9044 -1.6462
C -0.8186 2.0666 -1.1672
C -1.1034 3.4775 -1.6435
C -0.0189 4.4311 -1.1392
C 0.1475 4.3236 0.3744
N 0.3940 2.9400 0.7586
C 1.6198 2.5860 1.2610
O 2.4708 3.4321 1.4883
C 1.8675 1.1196 1.6078
C 1.3505 0.9094 3.0352
C 3.3536 0.7726 1.4445
C 3.7878 0.9399 -0.0103
C 3.6337 -0.6590 1.8967
C -0.6680 2.0419 0.3536
C 0.3652 1.3191 -1.8205
C -0.9475 -3.3633 -2.0937
C -0.4885 -2.9308 -3.4888
C -2.2467 -4.1610 -2.2439
C 0.1241 -4.2545 -1.4609
H -2.2776 1.2049 4.4194
H -1.3879 -0.4119 4.5099
H -3.2912 0.5434 2.3035
H -1.5786 -1.9813 2.6934
H -3.2976 -2.0849 2.2714
H -0.4713 -2.5574 0.7308
H -2.0548 -3.2858 0.3821
H -2.1732 -1.6723 -1.6125
H -2.2761 1.1274 -2.5585
H -2.3728 0.4613 -0.8963
H -1.1645 3.5014 -2.7349
H -2.0801 3.7952 -1.2595
H 0.9370 4.1848 -1.6120
H -0.2573 5.4609 -1.4119
H 0.9799 4.9236 0.7291
H -0.7669 4.6645 0.8747
H 1.3191 0.4602 0.9310
H 0.3237 1.2636 3.1354
H 1.3655 -0.1452 3.3089
H 1.9720 1.4621 3.7429
H 3.9241 1.4687 2.0646
H 3.2543 0.2279 -0.6467
H 3.6007 1.9528 -0.3701
H 4.8566 0.7450 -0.1159
H 2.9972 -1.3625 1.3512
H 4.6720 -0.9230 1.6887
H 3.4678 -0.7997 2.9650
H -1.6073 2.3766 0.8129
H -0.4929 1.0288 0.7078
H 1.2589 1.1641 -1.2200
H 0.6456 1.7058 -2.8030
H 0.4789 -2.4283 -3.4520
H -0.3894 -3.8050 -4.1352
H -1.2111 -2.2512 -3.9477
H -2.6394 -4.4968 -1.2829
H -3.0179 -3.5651 -2.7378
H -2.0681 -5.0496 -2.8525
H -0.2055 -4.6585 -0.5009
H 0.3266 -5.1026 -2.1187
H 1.0500 -3.7036 -1.3046
```



Density functional theory data (the ωB97M-V functional and the def2-TZVPD basis) for 5 unconnected molecules or ions with the total composition C4H16O4 at a distorted geometry.

Summary:
F_max (hartree/bohr): 0.04044
LUMO energy (eV): 0.411
Structure (SMILES): C=CCC.O.O.O.O
Net charge: 0
E_HOMO (eV): -10.23

```
24
C4H16O4 (the ωB97M-V functional and the def2-TZVPD basis)
C 1.4282 1.8022 0.0442
C 0.9787 0.5065 0.7360
C 0.6219 -0.5455 -0.2711
C 1.1171 -1.7541 -0.4392
H 2.2861 1.6197 -0.6049
H 1.6589 2.5483 0.7987
H 0.6122 2.1854 -0.5641
H 1.6929 0.1633 1.4731
H 0.0670 0.7430 1.3008
H -0.1339 -0.1147 -0.9370
H 1.1224 -2.4111 -1.2974
H 1.8569 -2.0435 0.3156
H -2.6575 1.2966 1.4415
H -2.4935 0.5209 2.7406
O -2.2612 1.3590 2.3272
H 2.8302 -0.2993 -3.4884
H 2.3532 -0.5849 -2.0631
O 3.0725 -0.1824 -2.5660
H -2.5471 -0.0614 0.0427
H -3.5716 0.5294 -0.9107
O -2.6934 0.6941 -0.5531
H -2.2145 -2.6383 0.8347
H -1.1081 -1.6274 0.6674
O -2.0175 -1.7058 0.9725
```



Density functional theory data (the ωB97M-V functional and the def2-TZVPD basis) for 9 unconnected molecules or ions with the total composition C36H53N9 at a distorted geometry.

Summary:
F_max (hartree/bohr): 0.09601
LUMO energy (eV): 0.199
Structure (SMILES): c1cc[nH]c1.c1cc[nH]c1.c1cc[nH]c1.c1cc[nH]c1.c1cc[nH]c1.CCCC#N.CCCC#N.CCCC#N.CCCC#N
Net charge: 0
E_HOMO (eV): -8.32

```
98
C36H53N9 (the ωB97M-V functional and the def2-TZVPD basis)
C 6.5904 1.3499 -1.3736
C 6.3375 2.6484 -2.1849
C 6.2015 2.5550 -3.6944
C 7.3786 2.1427 -4.4426
N 8.3430 1.7745 -4.9867
H 6.5108 1.4643 -0.2925
H 7.6094 0.9754 -1.4708
H 5.9406 0.5324 -1.6859
H 7.1061 3.4003 -2.0057
H 5.4045 3.1030 -1.8519
H 5.9037 3.5063 -4.1353
H 5.3943 1.8758 -3.9688
C -5.1716 -4.7699 3.3640
C -5.3367 -4.4435 1.8163
C -6.4260 -3.3388 1.7146
C -7.8966 -3.7606 1.8433
N -8.9928 -4.0531 1.9529
H -4.6091 -5.6538 3.6649
H -6.1263 -4.8680 3.8807
H -4.8582 -3.8139 3.7834
H -5.5938 -5.2685 1.1519
H -4.4234 -4.1399 1.3046
H -6.3373 -2.9675 0.6937
H -6.2432 -2.5039 2.3910
C -5.8214 3.5316 -6.8124
C -5.9949 5.0468 -6.4417
C -5.7993 6.0553 -7.6007
C -4.4070 6.1384 -8.0908
N -3.3108 6.1332 -8.4414
H -6.6602 3.0802 -7.3422
H -5.7996 2.8801 -5.9388
H -4.9499 3.3198 -7.4319
H -5.2748 5.3855 -5.6969
H -6.9239 5.2309 -5.9022
H -6.2622 7.0007 -7.3177
H -6.3979 5.9541 -8.5060
C -0.4874 -4.8821 -7.9486
C -0.6970 -5.4908 -9.3265
C -0.5148 -4.3731 -10.3234
C 0.7853 -3.7850 -10.3845
N 1.8668 -3.3130 -10.4311
H -1.2242 -5.2612 -7.2404
H -0.7407 -3.8233 -7.8951
H 0.5198 -4.8736 -7.5320
H -1.7567 -5.7460 -9.3349
H -0.0732 -6.3499 -9.5736
H -1.3659 -3.7055 -10.4580
H -0.5190 -4.8193 -11.3179
N -0.0560 0.8092 0.2635
C -0.6672 2.0428 0.1331
C -1.3291 2.0677 -1.0065
C -1.0191 0.9141 -1.6963
C -0.3102 0.1331 -0.8997
H 0.4443 0.4880 1.0800
H -0.6631 2.7791 0.9232
H -1.8757 2.9616 -1.2684
H -1.4011 0.7267 -2.6890
H 0.1577 -0.8282 -1.0531
N 3.7734 -2.3155 5.4039
C 2.5659 -1.6822 5.8186
C 2.8674 -0.3786 6.2351
C 4.2424 -0.1773 6.0673
C 4.7901 -1.3504 5.5172
H 3.7726 -3.1932 4.9041
H 1.6372 -2.2290 5.7482
H 2.1009 0.3312 6.5093
H 4.8465 0.6630 6.3762
H 5.7553 -1.5309 5.0674
N -3.9882 2.9265 9.0390
C -3.9344 3.3745 7.7072
C -3.0978 4.4201 7.6443
C -2.5503 4.6951 8.8951
C -3.0639 3.6834 9.7670
H -4.4548 2.1403 9.4683
H -4.5033 2.8593 6.9474
H -2.8057 5.0108 6.7886
H -1.7609 5.4073 9.0846
H -2.7388 3.4918 10.7789
N 2.7280 -9.4556 4.3522
C 1.4460 -9.8478 4.0299
C 1.1838 -9.1066 2.8543
C 2.3122 -8.3345 2.4874
C 3.2775 -8.6102 3.3860
H 3.1757 -9.7321 5.2142
H 0.8999 -10.5188 4.6763
H 0.3205 -9.0735 2.2061
H 2.4038 -7.7419 1.5891
H 4.2359 -8.1317 3.5234
N 4.1845 6.5317 3.7282
C 3.5505 7.6593 3.2157
C 4.3642 8.2680 2.4165
C 5.5579 7.6113 2.3832
C 5.5138 6.5470 3.2667
H 3.8294 5.8500 4.3835
H 2.5611 8.0286 3.4419
H 4.1387 9.0728 1.7326
H 6.3991 7.7622 1.7230
H 6.2869 5.9010 3.6558
```



Density functional theory data (the ωB97M-V functional and the def2-TZVPD basis) for a single C2H2O3 molecule at a distorted geometry.

Summary:
F_max (hartree/bohr): 0.16332
LUMO energy (eV): -1.497
Structure (SMILES): O=CC(=O)O
Net charge: 0
E_HOMO (eV): -11.26

```
7
C2H2O3 (the ωB97M-V functional and the def2-TZVPD basis)
C -0.4594 0.3592 0.3222
C 0.2324 -0.0692 -0.8103
H 0.2738 -1.2047 1.2305
H 0.3332 0.9345 -1.3057
O -0.4999 -0.4672 1.3761
O -0.9366 1.4867 0.1248
O 1.0565 -1.0393 -0.9375
```